Entry 1:
Density functional theory data (ωB97M-V with the def2-TZVPD basis set) for 2 unconnected molecules or ions with the total composition C4H13N2 in a non-equilibrium geometry.

Properties
* Kohn-Sham gap: 5.298 eV
* highest occupied orbital energy: -13.29 eV
* calculated total energy: -269.29798 Ha
* net charge: +1
* lowest unoccupied orbital energy: -0.294 hartree
* relative energy (zero: lowest compared OMol25 entry of this formula, charge and spin): 127.20 kcal per mole

XYZ file:
```
19
Properties=species:S:1:pos:R:3:nbo_charge:R:1
C 0.56 2.22 -0.65 -0.7527
C 0.48 0.77 -0.94 0.3381
C 1.05 -0.10 0.15 -0.3470
C 0.31 -1.79 1.86 -0.4379
N 0.08 -0.53 1.20 -0.5380
N -2.10 -0.53 -1.16 -1.0016
H -0.08 2.57 0.15 0.2824
H 0.18 2.71 -1.56 0.2581
H 1.60 2.55 -0.55 0.3348
H 0.89 0.55 -1.93 0.2393
H 1.46 -1.03 -0.27 0.2355
H 1.83 0.47 0.66 0.2449
H 1.31 -1.75 2.31 0.2176
H -0.35 -1.81 2.73 0.2382
H 0.03 -2.68 1.29 0.2072
H -0.84 -0.47 0.77 0.3793
H -1.27 0.04 -1.08 0.3031
H -2.17 -1.14 -1.95 0.3998
H -2.97 -0.05 -1.02 0.3989
```


Entry 2:
Density functional theory data (ωB97M-V with the def2-TZVPD basis set) for 4 unconnected molecules or ions with the total composition C4H13N2 in a non-equilibrium geometry.

Properties
* Kohn-Sham gap: 4.825 eV
* highest occupied orbital energy: -12.88 eV
* calculated total energy: -269.11745 Ha
* net charge: +1
* lowest unoccupied orbital energy: -0.296 hartree
* relative energy (zero: lowest compared OMol25 entry of this formula, charge and spin): 240.49 kcal per mole

XYZ file:
```
19
Properties=species:S:1:pos:R:3:nbo_charge:R:1
C -1.32 1.35 0.88 -0.3188
N -2.38 0.51 0.48 -0.1901
C -0.29 0.28 0.89 -0.1596
N -2.53 -0.54 -2.18 -1.0373
C 1.99 -0.02 0.89 -0.7198
C 0.78 0.41 1.72 0.0411
H -1.22 1.96 1.83 0.2658
H -0.94 2.07 0.10 0.2480
H -2.90 0.00 1.17 0.3808
H 3.87 -2.48 -2.48 0.0344
H -0.15 -0.50 0.11 0.2682
H -2.59 -1.52 -2.33 0.3836
H -2.48 -0.31 -1.20 0.3686
H -2.07 0.08 -2.85 0.3902
H 2.16 -0.64 -0.08 0.2929
H 2.76 -0.54 1.41 0.2684
H 2.34 0.95 0.46 0.2659
H 4.21 -2.02 -1.48 -0.0337
H 0.77 0.98 2.65 0.2515
```


Entry 3:
Density functional theory data (ωB97M-V with the def2-TZVPD basis set) for 3 unconnected molecules or ions with the total composition C4H13N2 in a non-equilibrium geometry.

Properties
* Kohn-Sham gap: 5.186 eV
* highest occupied orbital energy: -14.16 eV
* calculated total energy: -269.20873 Ha
* net charge: +1
* lowest unoccupied orbital energy: -0.330 hartree
* relative energy (zero: lowest compared OMol25 entry of this formula, charge and spin): 183.21 kcal per mole

XYZ file:
```
19
Properties=species:S:1:pos:R:3:nbo_charge:R:1
C 0.38 -1.22 -0.85 -0.4089
N 1.57 -1.06 -0.16 -0.1228
C -0.61 -0.13 -0.48 -0.2225
N 2.16 1.56 -0.30 -0.9351
C -2.58 0.63 0.91 -0.6797
C -1.70 -0.38 0.29 0.0024
H -0.09 -2.18 -0.56 0.3716
H 0.51 -1.17 -1.95 0.3291
H 2.34 -1.65 -0.53 0.3787
H 0.40 1.18 2.63 0.0357
H -0.25 0.88 -0.54 0.2620
H 2.77 1.88 0.45 0.3824
H 2.12 0.50 -0.16 0.3237
H 2.77 1.62 -1.12 0.3671
H -2.65 0.46 1.99 0.2538
H -3.58 0.71 0.49 0.2688
H -2.10 1.61 0.82 0.2329
H 0.57 0.62 2.17 -0.0363
H -1.73 -1.37 0.76 0.1971
```


Entry 4:
Density functional theory data (ωB97M-V with the def2-TZVPD basis set) for a molecular structure, C4H13N2 in a non-equilibrium geometry.

Properties
* Kohn-Sham gap: 5.004 eV
* highest occupied orbital energy: -12.71 eV
* calculated total energy: -269.28953 Ha
* net charge: +1
* lowest unoccupied orbital energy: -0.283 hartree
* relative energy (zero: lowest compared OMol25 entry of this formula, charge and spin): 132.51 kcal per mole

XYZ file:
```
19
Properties=species:S:1:pos:R:3:nbo_charge:R:1
C -0.42 -1.14 -1.52 -0.2154
N 0.71 -1.78 -2.15 -0.8557
C -0.25 -1.19 0.00 -0.2929
N 0.97 -0.58 0.40 -0.4187
C 0.61 1.71 1.28 -0.1887
C -0.88 1.86 1.35 -0.6844
H -1.32 -1.66 -1.84 0.2290
H -0.61 -0.13 -1.92 0.1750
H 0.62 -2.05 -3.11 0.3938
H 1.60 -1.36 -1.94 0.3697
H -0.34 -2.22 0.35 0.2521
H -1.11 -0.55 0.31 0.2507
H 0.77 0.54 0.71 0.2438
H 1.50 -1.19 1.02 0.4200
H 0.95 1.72 2.32 0.2504
H 1.14 2.42 0.66 0.2697
H -1.34 0.87 1.48 0.2533
H -1.35 2.25 0.44 0.2486
H -1.25 2.47 2.17 0.2997
```


Entry 5:
Density functional theory data (ωB97M-V with the def2-TZVPD basis set) for a gas-phase ion, C4H13N2 (charge +2) in a non-equilibrium geometry.

Properties
* Kohn-Sham gap (spin up / spin down): 12.904 / 6.820 eV
* 2S+1: 2
* highest occupied orbital energy (spin up / spin down): -20.38 / -20.38 eV
* expectation value of S²: 0.75
* calculated total energy: -268.92033 Ha
* net charge: +2
* lowest unoccupied orbital energy (spin up / spin down): -0.275 / -0.498 hartree
* relative energy (zero: lowest compared OMol25 entry of this formula, charge and spin): 53.99 kcal per mole

XYZ file:
```
19
Properties=species:S:1:pos:R:3:nbo_charge:R:1
C -0.88 0.85 -1.28 -0.2196
C 0.49 0.07 -1.26 -0.4702
C 0.64 -1.24 -0.42 -0.4712
C 0.00 -1.39 0.95 -0.2215
N 0.57 -0.18 1.86 -0.6950
N -0.89 1.94 -0.11 -0.2733
H -1.17 1.36 -2.21 0.3266
H -1.63 0.30 -0.70 0.2317
H 1.35 0.76 -1.27 0.2550
H 0.45 -0.38 -2.26 0.2868
H 0.29 -2.06 -1.05 0.2790
H 1.73 -1.44 -0.42 0.2643
H 0.37 -2.24 1.54 0.2601
H -1.07 -1.61 0.87 0.2632
H 1.44 0.11 1.42 0.4480
H 0.74 -0.60 2.78 0.4711
H -0.48 2.89 -0.27 0.4248
H -0.07 0.61 1.90 0.4291
H -1.88 2.23 -0.08 0.4110
```


Entry 6:
Density functional theory data (ωB97M-V with the def2-TZVPD basis set) for 2 unconnected molecules or ions with the total composition C4H13N2O in a non-equilibrium geometry.

Properties
* Kohn-Sham gap: 10.400 eV
* highest occupied orbital energy: -13.76 eV
* calculated total energy: -344.65768 Ha
* net charge: +1
* lowest unoccupied orbital energy: -0.124 hartree
* relative energy (zero: lowest compared OMol25 entry of this formula, charge and spin): 68.51 kcal per mole

XYZ file:
```
20
Properties=species:S:1:pos:R:3:nbo_charge:R:1
C 2.85 0.27 0.18 -0.6355
C 1.71 -0.24 -0.77 -0.4582
C 0.32 -0.13 -0.16 0.2307
C -0.36 -1.09 0.44 -0.1500
N -1.61 -0.85 1.09 -0.7359
N -0.39 1.14 -0.35 -0.8774
H 3.50 -0.54 0.65 0.2437
H 2.53 1.13 0.77 0.2170
H 3.75 0.60 -0.45 0.2391
H 2.02 -1.25 -1.05 0.2452
H 1.72 0.40 -1.67 0.2193
H -0.15 -2.14 0.63 0.2279
H -2.19 -1.56 0.71 0.4301
H -1.41 -0.82 2.05 0.4360
H -2.27 0.11 0.74 0.4920
H -0.30 1.69 0.51 0.3954
H 0.09 1.56 -1.15 0.3964
H -2.61 0.81 -1.15 0.5147
H -3.91 0.10 -0.60 0.4899
O -3.29 0.81 -0.42 -0.9207
```